1.
108
Properties=species:S:1:pos:R:3:forces:R:3:lowdin_charge:R:1 method="wB97M-V/def2-TZVPD" smiles="NC(N)=O.NC(N)=O.NC(N)=O.NC(N)=O.NC(N)=O.NC(N)=O.OCCO.OCCO.OCCO.OCCO.OCCO.OCCO" energy_ev=-74378.844
N 4.3106 0.4714 1.4506 0.04 0.10 0.90 0.14
C 5.2879 1.2765 0.9236 -0.02 -0.92 -0.57 -0.68
N 4.7831 2.3053 0.1970 0.14 0.02 0.51 0.17
O 6.4763 0.9928 1.0287 -0.29 0.43 0.18 0.00
H 3.3126 0.5563 1.3269 0.13 0.17 -0.61 0.03
H 4.6382 -0.3616 1.8836 0.25 0.01 0.04 0.05
H 3.7835 2.3386 0.1015 0.05 0.36 -0.42 0.08
H 5.4289 2.9154 -0.2661 -0.21 0.05 -0.17 0.11
N -0.1789 0.0110 0.8071 -1.01 -0.68 -0.48 0.20
C 0.7254 0.1388 -0.1940 0.42 0.74 1.05 -0.64
N 0.2618 -0.0832 -1.4452 0.60 0.00 0.13 0.22
O 1.8899 0.4768 0.0754 -0.17 -0.12 -0.66 -0.03
H -1.0735 -0.3623 0.5260 -0.14 0.17 0.38 0.06
H 0.0209 0.1030 1.8017 0.34 -0.05 -0.79 0.06
H 0.8668 0.0728 -2.2339 -0.10 0.10 -0.06 0.07
H -0.6737 -0.3842 -1.6130 -0.09 -0.18 0.08 0.06
N -2.2866 0.4379 -3.3246 0.02 1.71 0.64 0.17
C -2.4832 1.7842 -3.5824 0.08 -1.17 0.90 -0.66
N -2.6477 2.0430 -4.9042 0.00 0.87 -0.11 0.14
O -2.4840 2.6106 -2.6783 0.24 -0.28 -0.89 0.05
H -2.2328 0.3250 -2.3226 -0.55 -0.94 -0.16 0.06
H -2.4350 -0.2841 -3.9984 0.00 -0.29 0.16 0.10
H -2.4697 2.9890 -5.1990 -0.67 -0.09 -0.24 0.11
H -2.7923 1.2773 -5.5296 0.13 0.19 -0.45 0.10
N 3.1892 -0.0910 -2.7931 0.38 -0.29 0.24 0.16
C 4.5165 -0.2866 -3.0787 0.56 0.72 -0.44 -0.66
N 4.9790 -1.4650 -2.5939 0.47 -1.18 1.19 0.15
O 5.2221 0.4837 -3.7343 -0.79 -0.33 -0.36 -0.01
H 2.6685 0.6774 -3.1996 0.36 0.20 0.28 0.04
H 2.9282 -0.4423 -1.8849 -0.39 0.08 -0.04 0.06
H 4.6026 -1.8795 -1.7404 -0.48 0.04 -0.88 0.04
H 5.8885 -1.8348 -2.8018 0.25 0.78 -0.31 0.10
N 4.7076 -2.5134 0.9476 -0.13 -0.64 -0.01 0.17
C 3.5101 -2.7457 0.3385 0.30 0.32 -1.57 -0.64
N 2.4261 -2.4795 1.0941 -0.21 -0.35 0.91 0.19
O 3.4255 -3.0899 -0.8488 0.01 0.15 1.00 0.00
H 4.7445 -2.2539 1.9113 0.24 -0.04 0.10 0.09
H 5.5550 -2.5276 0.4099 0.00 -0.12 0.03 0.12
H 2.5994 -2.2041 2.0431 -0.40 0.24 0.03 0.09
H 1.5502 -2.2331 0.6651 0.04 -0.06 -0.07 0.08
N 2.4715 1.9036 -5.8951 -0.41 -0.33 0.58 0.17
C 1.3344 1.9652 -5.1229 1.15 0.21 0.29 -0.63
N 0.2921 2.5688 -5.7308 -0.92 0.33 -0.59 0.17
O 1.3046 1.5741 -3.9587 -0.45 0.04 -0.34 0.00
H 2.5284 2.4628 -6.7240 0.19 0.05 -0.04 0.09
H 3.3236 1.6606 -5.4088 0.09 -0.02 -0.10 0.10
H -0.6371 2.5343 -5.3308 0.58 -0.29 0.17 0.06
H 0.3194 2.6769 -6.7295 0.02 0.03 -0.02 0.10
O -3.0446 -0.6031 -0.5564 0.50 0.22 -0.10 -0.10
C -4.4361 -0.5786 -0.2668 0.23 -0.69 0.34 -0.23
C -4.8960 0.8630 -0.2311 1.04 0.36 -0.46 -0.25
O -6.2822 1.0307 -0.0209 0.12 0.09 -0.11 -0.04
H -2.6706 -1.4762 -0.3573 -0.21 -0.06 0.03 0.05
H -4.9484 -1.2210 -0.9891 -0.34 0.39 -0.17 0.13
H -4.5791 -1.0487 0.7134 -0.14 0.07 0.13 0.10
H -4.5705 1.3867 -1.1350 -0.68 -0.29 -0.46 0.12
H -4.2478 1.4140 0.4621 -0.39 -0.22 0.75 0.11
H -6.6201 0.3500 0.5678 0.13 -0.05 0.02 0.08
O -1.9511 -0.9480 4.1072 -0.40 -0.19 0.10 -0.08
C -2.8043 0.0755 4.6395 0.30 0.29 -1.34 -0.19
C -3.9076 0.5035 3.6760 0.27 -0.35 0.88 -0.22
O -4.8916 -0.5316 3.6261 -0.13 0.46 -0.29 -0.07
H -1.2393 -0.5053 3.6261 0.11 0.15 0.18 0.06
H -3.2777 -0.2998 5.5444 0.26 0.10 0.15 0.13
H -2.1692 0.9540 4.7726 -0.18 0.03 0.63 0.12
H -3.5516 0.7190 2.6664 0.27 0.07 0.04 0.11
H -4.3317 1.4077 4.1270 -0.12 0.06 -0.23 0.13
H -5.5959 -0.1253 3.1081 -0.27 -0.51 0.08 0.09
O -1.0089 -2.7259 -0.1859 -0.30 -0.32 0.57 -0.11
C -0.3481 -3.9039 -0.6074 0.91 0.04 -1.26 -0.23
C 0.1298 -3.7187 -2.0798 -0.41 0.18 1.18 -0.24
O 0.5103 -4.9869 -2.5810 0.21 0.39 -0.07 -0.05
H -1.2384 -2.8302 0.7588 -0.15 0.37 -0.36 0.06
H 0.5491 -4.0647 0.0012 0.00 -0.07 0.03 0.10
H -0.9227 -4.8332 -0.5590 -0.47 0.25 0.06 0.12
H 0.9126 -2.9556 -2.0886 0.38 -0.31 -0.09 0.10
H -0.6568 -3.2881 -2.7006 -0.30 -0.42 0.00 0.12
H 1.3499 -5.2039 -2.1602 0.07 -0.03 -0.16 0.09
O -4.4507 -3.5971 4.1534 0.01 -0.25 -0.37 -0.06
C -4.3789 -4.0529 2.8025 -0.18 0.20 0.52 -0.24
C -3.0327 -3.7920 2.1990 0.13 0.36 -0.07 -0.23
O -2.7098 -2.4099 1.9776 -0.16 -0.29 0.41 -0.12
H -4.5555 -2.6388 4.0981 -0.09 0.09 0.13 0.05
H -4.4872 -5.1389 2.7489 -0.25 -0.02 0.48 0.12
H -5.2104 -3.6181 2.2424 0.14 0.08 -0.31 0.12
H -3.0313 -4.3302 1.2468 0.34 0.29 -0.19 0.12
H -2.2843 -4.2327 2.8632 0.05 -0.12 -0.04 0.13
H -2.6005 -1.9484 2.8565 0.01 -0.46 -0.67 0.06
O -0.1259 3.0494 -0.9333 -0.24 0.85 0.02 -0.09
C 0.9273 3.7865 -1.5809 -0.21 -0.73 0.74 -0.23
C 1.3594 4.9230 -0.6481 -0.02 -0.63 -0.80 -0.25
O 0.3254 5.8954 -0.5798 -0.20 -0.26 0.20 -0.06
H -0.5358 2.4585 -1.5739 -0.12 0.20 -0.09 0.03
H 1.6537 2.9789 -1.6996 0.99 0.80 -0.27 0.10
H 0.6859 4.2018 -2.5618 -0.42 -0.12 0.00 0.12
H 2.2360 5.4300 -1.0582 0.34 -0.39 0.03 0.12
H 1.5974 4.4355 0.3015 -0.07 0.40 0.31 0.11
H 0.6623 6.6612 -0.1084 0.00 -0.02 0.03 0.08
O 1.7884 3.0524 5.0007 -0.37 -0.39 -0.86 -0.06
C 1.7814 1.6350 5.1586 0.38 -0.15 0.69 -0.23
C 1.5069 0.8244 3.8960 0.80 -0.33 -0.20 -0.21
O 0.1953 0.8971 3.3834 -0.83 0.61 0.01 -0.11
H 2.1423 3.4515 5.7984 0.01 -0.07 0.04 0.08
H 2.7605 1.3369 5.5448 0.12 -0.28 -0.23 0.12
H 1.0773 1.3601 5.9490 -0.31 -0.11 -0.17 0.12
H 1.6462 -0.2506 4.0601 0.02 0.17 0.80 0.13
H 2.2361 0.9861 3.0990 0.00 0.73 0.07 0.10
H 0.0817 1.6789 2.8226 0.14 0.09 0.26 0.12

2.
12
Properties=species:S:1:pos:R:3:forces:R:3:lowdin_charge:R:1 method="wB97M-V/def2-TZVPD" energy_ev=-14644.531
C -0.3816 -0.7454 0.3078 0.05 0.02 0.16 -0.60
C 1.3284 0.8042 0.6321 2.53 -1.87 -1.71 0.00
N -1.3249 -1.0278 -0.6066 -0.07 0.12 -0.20 0.20
N 2.7586 -0.0684 -0.5369 -2.69 2.19 0.92 -0.03
O -0.0697 -1.3974 1.2578 0.08 -0.07 0.17 0.12
O 0.1821 0.4994 0.0125 -0.40 0.07 -0.22 0.00
F 3.8909 0.2348 0.1668 0.64 -0.03 0.51 -0.09
F 2.5662 -1.4010 -0.2918 -0.04 -0.58 0.32 -0.07
H 1.6202 1.8361 0.5223 -0.07 0.08 -0.03 0.11
H 1.5448 0.2763 1.5537 -0.06 0.05 0.04 0.11
H -1.7289 -1.9472 -0.6074 0.02 0.05 0.08 0.12
H -1.4130 -0.4465 -1.4200 0.00 -0.03 -0.04 0.12

3.
21
Properties=species:S:1:pos:R:3:forces:R:3:lowdin_charge:R:1 method="wB97M-V/def2-TZVPD" smiles="COC(OC)=C(OC)[Si](Cl)(Cl)Cl" energy_ev=-56919.233
C 0.9658 -0.3431 -2.6982 0.95 5.59 1.01 -0.07
O 1.3551 -0.1554 -1.2938 -1.08 0.17 0.47 -0.13
C 0.4231 -0.5719 -0.3529 0.33 -1.99 -0.63 -0.36
O -0.3840 0.3049 0.3099 0.69 0.35 -1.03 -0.06
C -0.2240 1.6530 -0.0838 1.20 1.08 -1.33 -0.07
C 0.2960 -1.8897 -0.0742 0.98 -1.02 -0.71 -0.29
O -0.4257 -2.4898 0.9162 -1.68 -0.44 1.50 -0.20
C -1.1943 -1.9287 2.0280 2.68 2.30 0.23 -0.03
Si 1.2471 -3.5303 -0.7450 -0.05 2.87 -0.44 -0.51
Cl 2.6878 -3.7067 0.6487 0.35 -0.50 0.34 0.36
Cl 2.2261 -3.1978 -2.5818 -0.30 -0.40 0.78 0.30
Cl 0.1903 -5.2301 -1.0299 -0.18 0.18 0.25 0.34
H 0.1723 0.4667 -2.9659 1.39 -1.39 0.19 0.12
H 0.5923 -1.2599 -2.7420 -1.66 -3.74 -0.85 -0.03
H 1.9215 -0.2045 -3.2492 -0.95 -0.16 0.15 0.10
H -0.8758 2.1975 0.5889 -0.25 0.34 -0.54 0.09
H -0.2511 1.8987 -1.2169 -1.21 -0.76 1.66 0.11
H 0.8006 2.0096 0.0441 0.15 -0.21 0.82 0.09
H -1.8605 -2.6154 2.4294 -0.95 -1.83 0.14 0.06
H -1.7426 -1.0298 1.8193 -0.29 0.30 -0.88 0.07
H -0.5472 -1.5777 2.8961 -0.13 -0.73 -1.15 0.11

4.
72
Properties=species:S:1:pos:R:3:forces:R:3:lowdin_charge:R:1 method="wB97M-V/def2-TZVPD" charge=+2 energy_ev=-122732.866
C -6.0618 -4.8603 0.7677 0.39 0.00 -0.22 0.01
C -4.7783 -4.8092 0.1579 -0.39 -1.01 -0.64 -0.21
C -4.4174 -5.8779 -0.6887 -0.18 -0.14 0.13 -0.01
C -5.3097 -6.9382 -0.8847 0.25 0.89 0.36 -0.11
N -6.4994 -6.9496 -0.2981 -0.37 -0.72 -0.18 0.07
C -6.8844 -5.9645 0.5052 0.71 0.41 -0.11 -0.12
C -3.7983 -3.7719 0.3369 -0.30 0.83 0.79 0.09
C -3.0496 -2.8559 0.6154 -0.55 -1.02 0.11 0.04
C -2.2366 -1.8819 1.2557 -0.74 0.11 -0.27 -0.23
C -2.6876 -0.5471 1.2585 1.15 0.44 0.48 0.04
C -1.8447 0.4519 1.8439 -1.42 0.55 -1.00 -0.09
C -0.6235 0.0505 2.3421 0.04 -1.21 -0.47 -0.13
C -0.2076 -1.2564 2.4598 0.05 -0.87 -0.31 -0.11
C -1.0584 -2.2515 1.8953 0.77 0.67 0.18 0.02
Cd 0.9909 0.6666 0.6507 0.24 1.62 0.91 1.34
P 0.1871 3.0444 -0.4715 -0.14 -0.71 -0.68 0.93
H -3.4512 -5.9014 -1.1859 -0.13 0.11 0.13 0.11
H -6.4320 -4.0864 1.4311 0.24 0.04 -0.09 0.11
H -5.0293 -7.7774 -1.5265 -0.25 0.22 0.22 0.12
H -7.8806 -6.0636 0.9564 0.49 0.15 -0.19 0.12
H -0.7873 -3.3133 1.8941 0.21 0.55 0.15 0.15
H -3.6630 -0.3318 0.7646 1.01 0.26 0.58 0.16
H 0.7671 -1.5258 2.8257 0.04 -0.12 0.45 0.10
H -2.1716 1.4834 1.7219 0.25 -0.21 0.36 0.10
C 1.4240 4.4094 -0.5776 0.58 -0.02 0.59 -0.39
C 1.8890 4.7906 -1.9776 0.01 0.08 -0.53 -0.13
H 2.2728 4.0779 0.0443 -0.16 0.21 -0.24 0.07
H 1.0275 5.3066 -0.0758 -0.13 -0.45 0.00 0.10
H 2.6252 5.6004 -1.9533 -0.13 -0.12 0.26 0.09
H 2.3661 3.9652 -2.5085 0.00 0.01 0.10 0.06
H 1.0626 5.1467 -2.5996 0.06 -0.09 0.09 0.07
C 0.2588 2.0542 -2.0517 0.54 -0.32 -0.47 -0.44
C -1.0893 1.6698 -2.6490 -0.23 -0.09 -0.20 -0.14
H 0.7962 1.1149 -1.8017 -0.31 0.57 -0.22 -0.01
H 0.9079 2.5088 -2.8156 -0.35 0.09 0.23 0.08
H -0.9698 0.8297 -3.3418 0.02 0.20 0.08 0.09
H -1.8097 1.3516 -1.8900 0.03 0.01 -0.01 0.06
H -1.5284 2.4968 -3.2093 -0.02 -0.13 0.10 0.07
C -1.4624 3.9070 -0.4717 -0.03 -0.46 0.62 -0.39
C -1.6208 4.9468 -1.5760 0.14 0.34 -0.39 -0.12
H -1.5393 4.3697 0.5258 -0.01 -0.07 -0.34 0.07
H -2.2734 3.1644 -0.5322 0.37 0.09 0.05 0.07
H -2.6393 5.3503 -1.5987 0.14 -0.18 0.18 0.10
H -0.9535 5.8016 -1.4336 -0.05 -0.14 0.01 0.08
H -1.4303 4.5376 -2.5745 0.01 0.04 0.24 0.07
Br 1.9893 1.4435 3.4176 -1.84 -0.68 -0.45 0.37
P 3.7856 -0.9283 0.0601 1.67 -0.86 -0.35 0.98
C 3.2450 0.3714 -1.1061 -0.64 0.05 0.10 -0.51
C 4.3042 0.6726 -2.1556 0.09 0.31 -0.32 -0.14
H 2.9852 1.3039 -0.5793 -0.01 0.24 -0.12 0.03
H 2.3512 -0.0158 -1.6077 -0.01 0.02 -0.18 0.04
H 3.8610 1.1730 -3.0132 0.00 0.13 -0.09 0.07
H 5.0879 1.3148 -1.7639 0.07 0.02 0.12 0.08
H 4.7780 -0.2373 -2.5128 -0.05 -0.16 0.04 0.08
C 3.8715 -0.2026 1.7198 -0.32 0.02 0.04 -0.60
C 5.1483 -0.6226 2.4126 0.36 -0.08 0.16 -0.15
H 3.0123 -0.5423 2.3078 0.31 0.13 -0.06 -0.05
H 3.8264 0.8877 1.6526 0.07 -0.14 -0.04 0.00
H 5.3586 0.0315 3.2462 0.06 0.15 0.33 0.08
H 5.0850 -1.6346 2.7937 -0.03 -0.24 0.03 0.08
H 5.9939 -0.5871 1.7343 0.14 0.07 -0.11 0.07
C 2.4167 -2.1349 0.1325 -0.18 -0.21 0.15 -0.47
C 2.7301 -3.3398 -0.7634 -0.42 -0.19 -0.11 -0.15
H 1.4753 -1.6672 -0.1890 -0.54 -0.17 -0.10 0.03
H 2.2755 -2.4609 1.1713 0.13 0.08 -0.15 0.07
H 2.0645 -4.1742 -0.5274 0.03 0.07 -0.11 0.08
H 2.5940 -3.0901 -1.8181 0.06 -0.02 0.05 0.08
H 3.7596 -3.6857 -0.6373 -0.12 0.19 0.12 0.08
N -0.5195 2.9081 2.8673 0.07 0.31 0.25 -0.08
H -0.9635 2.1804 3.4319 0.00 0.68 0.06 -0.01
H -1.1791 3.6714 2.7247 0.06 -0.10 0.44 0.03
H 0.2762 3.2324 3.4421 -0.81 0.02 -0.55 -0.05

Relative energy (zero: lowest compared OMol25 entry of this formula, charge and spin) values (in kJ/mol) by entry order: 102.3, 354.1, 0.0, 32.0.